1.
{
  "formula": "C19H24N4O5S2",
  "method": "the ωB97M-V functional and the def2-TZVPD basis",
  "charge": 0,
  "largest_force_ev_per_a": 1.75,
  "energy_ev": -57960.2564,
  "relative_energy_ev": 1.804,
  "smiles": "O=C(CSc1nnc(-c2ccc(S(=O)(=O)N3CCCC3)cc2)o1)NC[C@H]1CCCO1",
  "orbital_gap_ev": 8.5,
  "homo_energy_ev": -8.78,
  "symbols": ["S", "S", "O", "O", "O", "O", "O", "N", "N", "N", "N", "C", "C", "C", "C", "C", "C", "C", "C", "C", "C", "C", "C", "C", "C", "C", "C", "C", "C", "C", "H", "H", "H", "H", "H", "H", "H", "H", "H", "H", "H", "H", "H", "H", "H", "H", "H", "H", "H", "H", "H", "H", "H", "H"],
  "xyz": [[4.41, -1.49, -0.16], [-2.57, 4.87, -0.57], [4.58, -4.78, 1.10], [0.27, -5.76, -0.62], [-1.80, 6.07, -0.71], [-3.68, 4.65, -1.46], [2.36, 0.18, -0.35], [0.77, -1.07, -1.20], [1.86, -1.84, -1.06], [-3.03, 4.71, 1.04], [2.52, -4.24, 0.32], [-4.25, 3.95, 1.26], [2.79, -1.07, -0.56], [-1.95, 2.26, -1.19], [0.35, -7.25, 1.24], [4.43, -3.23, -0.72], [-1.05, -5.97, -0.18], [1.07, 0.12, -0.78], [-0.19, 3.58, -0.21], [-4.58, 6.22, 1.97], [-1.02, -7.31, 0.55], [1.16, -6.28, 0.36], [-3.09, 5.93, 1.82], [-5.15, 4.82, 2.16], [-1.11, 1.16, -1.22], [-1.48, 3.45, -0.68], [3.86, -4.18, 0.33], [0.66, 2.49, -0.24], [0.20, 1.27, -0.74], [1.79, -5.14, 1.18], [2.49, -5.56, 1.91], [0.14, 4.54, 0.17], [-5.05, 4.51, 3.20], [1.68, 2.57, 0.12], [-4.00, 2.99, 1.73], [0.25, -6.83, 2.25], [5.49, -3.46, -0.87], [-6.20, 4.74, 1.87], [-1.70, -5.96, -1.06], [-2.96, 2.21, -1.57], [-2.53, 6.71, 1.30], [-1.04, -8.12, -0.18], [1.96, -6.80, -0.19], [-4.72, 3.76, 0.29], [-4.80, 6.89, 2.80], [-4.96, 6.67, 1.05], [1.00, -4.59, 1.69], [3.89, -3.28, -1.66], [-1.84, -7.43, 1.24], [0.82, -8.22, 1.32], [-1.37, -5.17, 0.50], [1.99, -3.74, -0.38], [-2.63, 5.74, 2.80], [-1.44, 0.21, -1.62]]
}

=====

2.
{
  "formula": "CH3NO3",
  "method": "the ωB97M-V functional and the def2-TZVPD basis",
  "charge": 0,
  "largest_force_ev_per_a": 4.49,
  "energy_ev": -8714.3877,
  "relative_energy_ev": 2.579,
  "smiles": "O=CN(O)O",
  "orbital_gap_ev": 10.2,
  "homo_energy_ev": -9.67,
  "symbols": ["O", "O", "O", "N", "C", "H", "H", "H"],
  "xyz": [[-0.56, -0.21, 1.19], [1.54, -0.03, -1.58], [-0.26, 1.48, -0.40], [-0.32, 0.12, -0.13], [0.85, -0.58, -0.75], [-1.50, -0.01, 1.15], [0.73, -1.54, -0.33], [0.54, 1.57, -0.81]]
}

=====

3.
{
  "formula": "C22H18Br4FN2O2SiTi",
  "method": "the ωB97M-V functional and the def2-TZVPD basis",
  "charge": 0,
  "multiplicity": 2,
  "largest_force_ev_per_a": 0.32,
  "energy_ev": -344065.3480,
  "relative_energy_ev": 0.000,
  "orbital_gap_ev": [6.9, 6.9],
  "homo_energy_ev": [-7.66, -7.71],
  "symbols": ["Br", "Br", "Br", "Br", "Ti", "Si", "F", "O", "O", "N", "N", "C", "C", "C", "C", "C", "C", "C", "C", "C", "C", "C", "C", "C", "C", "C", "C", "C", "C", "C", "C", "C", "C", "H", "H", "H", "H", "H", "H", "H", "H", "H", "H", "H", "H", "H", "H", "H", "H", "H", "H"],
  "xyz": [[6.58, 0.60, 3.02], [5.54, 0.95, -0.14], [1.08, 0.53, 4.65], [4.34, 0.37, 5.44], [0.48, 0.96, -0.22], [-2.83, 0.39, -0.81], [0.64, 3.06, -0.72], [2.47, 1.04, -0.22], [0.76, 0.90, 1.62], [0.70, -1.13, -0.71], [-1.43, 1.46, -0.77], [4.74, 0.69, 2.63], [2.82, -3.86, -0.38], [0.98, -5.91, -0.79], [-3.83, 0.61, -2.38], [2.31, -6.20, -0.54], [2.44, 0.66, 3.35], [2.04, 0.83, 2.04], [-2.31, -1.41, -0.81], [4.33, 0.85, 1.30], [-0.59, 3.71, -0.77], [3.80, 0.60, 3.65], [2.98, 0.92, 0.99], [-3.89, 0.61, 0.72], [1.04, -2.22, -0.67], [3.23, -5.18, -0.34], [-1.86, 5.68, -0.82], [1.48, -3.58, -0.63], [-0.62, 5.07, -0.78], [-2.91, 3.50, -0.84], [-1.68, 2.83, -0.80], [-3.00, 4.88, -0.85], [0.55, -4.60, -0.83], [-3.83, 2.93, -0.85], [3.52, -3.05, -0.23], [-0.49, -4.35, -1.02], [-4.31, 1.58, -2.48], [4.27, -5.41, -0.14], [0.31, 5.63, -0.75], [-4.38, 1.59, 0.79], [-1.94, 6.76, -0.83], [-1.77, -1.69, 0.09], [0.27, -6.71, -0.94], [-4.67, -0.15, 0.74], [-1.72, -1.66, -1.69], [-3.19, 0.47, -3.25], [-3.98, 5.35, -0.87], [-3.23, -2.00, -0.84], [2.64, -7.23, -0.50], [-3.28, 0.48, 1.61], [-4.61, -0.15, -2.42]]
}

=====

4.
{
  "formula": "H5N2OP",
  "method": "the ωB97M-V functional and the def2-TZVPD basis",
  "charge": 0,
  "largest_force_ev_per_a": 3.40,
  "energy_ev": -14392.8337,
  "relative_energy_ev": 6.355,
  "orbital_gap_ev": [8.8, 7.6],
  "homo_energy_ev": [-8.74, -7.26],
  "symbols": ["P", "O", "N", "N", "H", "H", "H", "H", "H"],
  "xyz": [[0.77, -0.53, -0.63], [-0.77, -0.58, -1.04], [0.87, 1.08, -0.54], [-1.80, -1.36, -1.14], [0.46, -0.55, 3.09], [1.67, 1.55, -0.97], [1.17, -0.56, 2.57], [0.27, 1.70, -0.12], [-2.65, -0.75, -1.21]]
}

=====

5.
{
  "formula": "C2H4ClFS",
  "method": "the ωB97M-V functional and the def2-TZVPD basis",
  "charge": 0,
  "largest_force_ev_per_a": 3.44,
  "energy_ev": -28212.4937,
  "relative_energy_ev": 1.455,
  "smiles": "C=C(F)Cl.S",
  "orbital_gap_ev": 10.2,
  "homo_energy_ev": -9.50,
  "symbols": ["Cl", "S", "F", "C", "C", "H", "H", "H", "H"],
  "xyz": [[2.68, 0.61, -0.36], [0.99, -2.20, -0.34], [1.41, 1.77, 1.55], [1.23, 1.25, 0.31], [0.02, 1.34, -0.26], [-0.13, 1.08, -1.28], [1.59, -1.97, 0.76], [-0.91, 1.73, 0.09], [1.56, -3.39, -0.85]]
}

=====

6.
{
  "formula": "C14H13FN3O7",
  "method": "the ωB97M-V functional and the def2-TZVPD basis",
  "charge": -1,
  "largest_force_ev_per_a": 1.95,
  "energy_ev": -36246.5919,
  "orbital_gap_ev": 3.4,
  "homo_energy_ev": -2.31,
  "symbols": ["F", "O", "O", "O", "O", "O", "O", "O", "N", "N", "N", "C", "C", "C", "C", "C", "C", "C", "C", "C", "C", "C", "C", "C", "C", "H", "H", "H", "H", "H", "H", "H", "H", "H", "H", "H", "H", "H"],
  "xyz": [[2.14, -2.78, -0.28], [-1.68, -2.55, 0.32], [2.64, 0.78, 5.25], [-2.07, -0.55, 1.28], [0.20, -0.17, 4.23], [0.54, 2.59, 0.48], [3.14, 3.30, 1.32], [0.19, 1.42, -2.52], [-1.23, -0.33, -2.59], [0.38, -1.45, -1.05], [1.40, -2.69, -2.48], [-0.21, -1.24, -2.29], [-1.37, -1.26, 0.66], [0.43, -2.01, -3.20], [0.37, 1.25, 2.41], [2.24, 1.20, 4.15], [-1.70, 1.84, -1.20], [2.89, 2.09, 3.29], [-2.59, -0.79, -2.24], [1.36, -2.33, -1.20], [2.43, 2.57, 2.02], [0.87, 0.69, 3.63], [-0.86, 1.00, -2.13], [1.01, 2.14, 1.57], [0.00, -0.78, 0.19], [2.10, -3.33, -2.82], [-2.87, -0.63, -1.20], [0.10, 0.31, 0.12], [-2.41, 1.30, -0.59], [3.86, 2.48, 3.58], [0.27, -2.09, -4.26], [-2.61, -2.55, 0.04], [-0.97, 2.30, -0.49], [0.70, -1.09, 0.97], [-2.13, 2.66, -1.76], [-0.62, 0.91, 2.13], [-3.33, -0.36, -2.91], [-2.63, -1.86, -2.42]]
}

=====

7.
{
  "formula": "C6H12N2",
  "method": "the ωB97M-V functional and the def2-TZVPD basis",
  "charge": 0,
  "largest_force_ev_per_a": 2.97,
  "energy_ev": -9393.1562,
  "relative_energy_ev": 3.694,
  "orbital_gap_ev": 9.8,
  "homo_energy_ev": -8.70,
  "symbols": ["N", "N", "C", "C", "C", "C", "C", "C", "H", "H", "H", "H", "H", "H", "H", "H", "H", "H", "H", "H"],
  "xyz": [[-2.12, 0.08, -0.74], [1.35, -1.07, -0.16], [-1.19, 1.19, -0.35], [1.40, 0.31, 0.38], [-0.14, 0.42, 0.36], [2.01, 0.74, 1.68], [-1.36, -1.21, -0.73], [0.05, -0.68, -0.61], [-0.57, 1.50, -1.23], [3.17, 0.68, 1.64], [-1.60, 2.09, 0.17], [-1.72, -1.70, 0.18], [1.23, -1.81, 0.53], [-2.64, 0.37, -1.59], [0.17, -0.09, -1.54], [1.63, 1.03, -0.45], [1.59, 0.10, 2.48], [-1.41, -1.89, -1.66], [1.65, 1.79, 1.96], [-0.70, 0.26, 1.29]]
}

=====

8.
{
  "formula": "C8H7NO2",
  "method": "the ωB97M-V functional and the def2-TZVPD basis",
  "charge": 0,
  "largest_force_ev_per_a": 10.34,
  "energy_ev": -13990.8707,
  "relative_energy_ev": 3.988,
  "smiles": "Oc1cc2cc[nH]c2cc1O",
  "orbital_gap_ev": 8.1,
  "homo_energy_ev": -7.74,
  "symbols": ["O", "O", "N", "C", "C", "C", "C", "C", "C", "C", "C", "H", "H", "H", "H", "H", "H", "H"],
  "xyz": [[2.04, 0.23, 2.42], [1.88, 2.36, 0.79], [-1.53, -0.09, -1.70], [0.21, 1.31, -0.63], [-1.98, -1.34, -1.61], [-0.40, -1.02, 0.05], [1.15, 0.21, 1.28], [-0.48, 0.11, -0.82], [0.44, -0.98, 1.20], [1.00, 1.35, 0.54], [-1.33, -1.97, -0.46], [-2.42, -1.91, -2.21], [2.37, 0.98, 1.99], [0.73, -1.86, 1.82], [-1.40, -3.03, -0.39], [-1.65, 0.68, -2.49], [1.42, 2.84, 1.78], [-0.03, 2.13, -1.54]]
}

=====

9.
{
  "formula": "C30H42N2O2P2Ti",
  "method": "the ωB97M-V functional and the def2-TZVPD basis",
  "charge": 2,
  "largest_force_ev_per_a": 4.77,
  "energy_ev": -80541.7677,
  "orbital_gap_ev": 6.6,
  "homo_energy_ev": -13.20,
  "symbols": ["Ti", "P", "P", "O", "O", "N", "N", "C", "C", "C", "C", "C", "C", "C", "C", "C", "C", "C", "C", "C", "C", "C", "C", "C", "C", "C", "C", "C", "C", "C", "C", "C", "C", "C", "C", "C", "C", "H", "H", "H", "H", "H", "H", "H", "H", "H", "H", "H", "H", "H", "H", "H", "H", "H", "H", "H", "H", "H", "H", "H", "H", "H", "H", "H", "H", "H", "H", "H", "H", "H", "H", "H", "H", "H", "H", "H", "H", "H", "H"],
  "xyz": [[-0.26, -0.29, -1.31], [0.56, -5.23, -0.72], [0.75, 3.16, -1.22], [-0.75, 0.56, 0.49], [1.20, 4.70, 1.37], [0.12, 3.12, 2.71], [0.35, 2.64, 0.53], [0.63, 3.63, 1.54], [2.40, -0.86, 4.80], [-1.70, -0.58, -3.87], [2.50, 3.42, -1.24], [-0.29, 4.59, -1.45], [1.53, -1.39, 3.84], [-0.25, 1.55, 1.11], [0.75, 0.84, 3.31], [1.68, 1.38, 4.20], [0.17, -1.84, -2.64], [-0.46, -3.78, -1.19], [0.17, 1.62, -2.39], [2.48, 0.52, 4.97], [-1.88, 1.02, 4.46], [0.47, -2.55, -1.29], [-0.56, -6.53, -1.41], [-4.25, 1.50, 4.28], [-1.27, 1.21, -2.18], [-1.26, -1.35, -2.65], [-2.03, 0.87, -3.46], [-1.68, 1.56, 3.18], [1.77, -5.24, -2.14], [-3.17, 0.99, 5.00], [-0.28, 1.73, 2.61], [1.80, -0.16, -0.35], [1.20, 0.68, -3.14], [-2.75, 2.06, 2.45], [0.69, -0.54, 3.11], [-4.04, 2.04, 3.00], [1.27, -0.89, -3.20], [-2.59, 2.48, 1.46], [2.76, 3.89, -2.20], [2.56, -4.50, -1.97], [-5.26, 1.48, 4.70], [1.91, 0.70, 0.33], [-0.93, -0.59, -4.67], [0.26, 3.63, 3.57], [-1.21, -3.63, -0.39], [-0.02, -0.93, 2.38], [1.29, -1.13, -4.27], [1.54, -2.79, -1.24], [-1.79, 1.57, -4.27], [3.03, 2.46, -1.15], [-1.03, 0.64, 5.03], [0.23, -1.94, -0.36], [1.92, -1.04, 0.31], [0.16, -2.67, -3.38], [0.01, 5.38, -0.74], [2.78, 4.09, -0.42], [3.16, 0.95, 5.71], [-4.87, 2.43, 2.42], [-2.58, -1.06, -4.31], [1.09, 0.96, -4.20], [1.29, -5.05, -3.11], [0.10, 2.45, -3.14], [-1.28, -6.12, -2.12], [-1.36, 4.35, -1.31], [-0.99, -3.98, -2.13], [2.21, 1.04, -2.88], [-1.09, -6.99, -0.57], [-3.12, 0.96, -3.29], [-1.84, 1.92, -1.55], [-1.95, -2.14, -2.35], [-3.31, 0.56, 6.00], [2.69, -0.16, -1.01], [1.78, 2.46, 4.32], [2.22, -6.24, -2.15], [2.25, -1.23, -2.84], [-0.14, 4.96, -2.48], [3.01, -1.53, 5.40], [1.48, -2.46, 3.66], [0.05, -7.30, -1.90]]
}

=====

10.
{
  "formula": "C49H41N7O4SSm",
  "method": "the ωB97M-V functional and the def2-TZVPD basis",
  "charge": 1,
  "multiplicity": 6,
  "largest_force_ev_per_a": 0.68,
  "energy_ev": -98833.0937,
  "relative_energy_ev": 0.000,
  "orbital_gap_ev": [5.6, 5.6],
  "homo_energy_ev": [-8.99, -9.00],
  "symbols": ["Sm", "S", "O", "O", "O", "O", "N", "N", "N", "N", "N", "N", "N", "C", "C", "C", "C", "C", "C", "C", "C", "C", "C", "C", "C", "C", "C", "C", "C", "C", "C", "C", "C", "C", "C", "C", "C", "C", "C", "C", "C", "C", "C", "C", "C", "C", "C", "C", "C", "C", "C", "C", "C", "C", "C", "C", "C", "C", "C", "C", "C", "C", "H", "H", "H", "H", "H", "H", "H", "H", "H", "H", "H", "H", "H", "H", "H", "H", "H", "H", "H", "H", "H", "H", "H", "H", "H", "H", "H", "H", "H", "H", "H", "H", "H", "H", "H", "H", "H", "H", "H", "H", "H"],
  "xyz": [[0.14, -0.08, -0.51], [0.19, -4.08, 1.39], [7.90, 2.49, 3.82], [3.47, -7.30, -3.41], [-2.12, 8.62, -1.88], [-8.44, -3.06, -0.54], [-2.49, -3.57, 1.52], [-1.78, 1.03, -0.15], [-1.18, -1.89, 2.35], [-0.39, -0.76, 2.00], [1.01, 1.83, 0.28], [2.04, -1.06, 0.26], [-1.14, -2.37, -0.03], [-1.71, 4.98, -2.09], [-1.23, -2.91, 1.34], [2.99, -0.45, 1.06], [-9.25, -3.18, 0.62], [-3.34, 2.70, -0.32], [2.64, 3.38, 0.62], [-0.31, -2.26, -2.09], [-4.02, 1.57, -0.13], [-3.25, -0.87, -0.25], [-7.20, -2.54, -0.39], [-2.56, 8.94, -3.19], [1.55, 4.02, 0.11], [5.49, 2.66, 3.66], [-1.85, 7.32, -1.60], [1.93, -6.72, -1.76], [-5.34, -1.70, 0.87], [2.33, 1.99, 0.74], [4.34, 2.27, 2.97], [-0.87, 3.31, -0.41], [2.77, -4.08, -1.79], [7.88, 3.35, 4.94], [4.40, 1.40, 1.89], [6.72, 2.18, 3.24], [-2.08, -1.64, -0.76], [-1.56, -1.58, -2.05], [1.75, -4.46, -0.92], [1.09, -3.39, -0.07], [-2.03, 6.27, -2.49], [-6.48, -2.35, -1.57], [-3.05, 0.46, -0.12], [4.44, -6.94, -4.37], [3.37, -5.00, -2.64], [-0.06, -2.73, -0.81], [5.66, 0.93, 1.49], [-5.20, -1.83, -1.51], [-4.61, -1.49, -0.29], [3.69, -1.45, 1.75], [-1.07, 5.78, 0.06], [-1.37, 7.07, -0.31], [2.12, -2.39, 0.48], [-1.22, 4.70, -0.83], [-1.89, 2.39, -0.32], [6.80, 1.31, 2.14], [3.14, -2.68, 1.38], [3.17, 0.97, 1.19], [-6.63, -2.22, 0.84], [2.95, -6.32, -2.63], [1.34, -5.79, -0.92], [0.52, 3.05, -0.06], [-10.22, -3.53, 0.28], [0.45, -0.75, 2.58], [3.43, -3.66, 1.74], [1.47, 5.07, -0.12], [0.32, -2.44, -2.95], [-3.53, 8.47, -3.40], [7.29, 2.92, 5.76], [-2.55, -3.95, 2.45], [-4.66, -1.67, -2.44], [-0.92, 0.08, 2.21], [5.36, -6.59, -3.88], [-2.67, 10.02, -3.22], [-2.06, -1.11, -2.88], [5.72, 0.26, 0.64], [-4.89, -1.45, 1.82], [3.13, -3.06, -1.78], [-3.74, 3.70, -0.43], [-8.83, -3.91, 1.32], [5.40, 3.32, 4.50], [7.78, 0.97, 1.82], [-5.09, 1.45, -0.07], [4.17, -4.67, -3.29], [3.38, 2.64, 3.30], [-6.94, -2.60, -2.51], [0.55, -6.12, -0.26], [3.60, 3.82, 0.86], [4.65, -7.83, -4.94], [-1.84, 4.16, -2.80], [4.49, -1.30, 2.45], [1.62, -7.75, -1.76], [-2.12, -1.59, 2.57], [4.07, -6.16, -5.04], [-2.41, 6.44, -3.49], [-2.60, -4.32, 0.85], [-1.83, 8.62, -3.94], [8.91, 3.46, 5.26], [7.48, 4.33, 4.68], [-0.72, 5.59, 1.07], [-1.26, 7.89, 0.37], [-9.37, -2.22, 1.13], [-7.16, -2.36, 1.76]]
}

=====

11.
{
  "formula": "C3H11N2O2",
  "method": "the ωB97M-V functional and the def2-TZVPD basis",
  "charge": -1,
  "largest_force_ev_per_a": 2.18,
  "energy_ev": -10363.8812,
  "relative_energy_ev": 0.931,
  "orbital_gap_ev": 6.8,
  "homo_energy_ev": -2.72,
  "symbols": ["O", "O", "N", "N", "C", "C", "C", "H", "H", "H", "H", "H", "H", "H", "H", "H", "H", "H"],
  "xyz": [[-2.60, 1.23, 0.46], [-0.13, -2.58, 1.46], [-0.35, 0.28, 0.40], [2.14, 1.39, -0.43], [0.02, 0.05, -0.98], [1.48, 0.47, -1.36], [-1.83, 0.26, 0.84], [2.07, -0.47, -1.27], [-1.02, -2.92, 1.42], [0.10, 0.95, 1.01], [1.43, 0.96, -2.33], [-1.72, 0.02, 1.95], [-0.73, 0.52, -1.64], [2.09, 1.03, 0.52], [-2.22, -0.74, 0.41], [-0.15, -1.70, 1.04], [1.60, 2.25, -0.38], [-0.18, -1.01, -1.12]]
}

=====

12.
{
  "formula": "C3H6OS2",
  "method": "the ωB97M-V functional and the def2-TZVPD basis",
  "charge": 0,
  "largest_force_ev_per_a": 3.21,
  "energy_ev": -26921.1957,
  "relative_energy_ev": 5.247,
  "orbital_gap_ev": 4.8,
  "homo_energy_ev": -7.31,
  "symbols": ["S", "S", "O", "C", "C", "C", "H", "H", "H", "H", "H", "H"],
  "xyz": [[-4.26, 0.42, -0.39], [-3.35, -0.80, 0.87], [-1.13, 0.81, 0.77], [-0.31, 0.57, -0.12], [0.58, -0.87, -0.36], [1.26, 0.29, 0.12], [1.90, 0.93, -0.50], [-4.01, 0.09, -1.63], [-0.32, 1.01, -1.09], [0.47, -1.66, 0.31], [0.59, -1.11, -1.50], [1.63, 0.38, 1.17]]
}